Entry 1:
# C32H54B3BrClIN5O4S

A 2-piece molecular cluster, C32H54B3BrClIN5O4S overall (the ωB97M-V functional and the def2-TZVPD basis, OMol25).

CARTESIAN COORDINATES (ANGSTROEM)
C 8.5849 -0.2246 1.1975
C 8.1989 0.2929 -0.2460
B 6.7874 -0.2331 -0.7985
O 6.4232 0.1450 -2.1169
C 5.7812 -1.1928 0.0289
C 6.0552 -2.6260 0.2086
C 7.3351 -3.3038 -0.4137
C 6.8300 -4.0157 -1.7597
C 6.7319 -3.0014 -2.9633
N 8.0473 -2.4152 -3.3088
C 5.1524 -3.5225 0.9719
C 5.3979 -5.0389 1.2315
C 4.5256 -5.8676 0.1864
C 3.3617 -6.6646 0.8744
Cl 3.9034 -8.3200 1.4081
C 3.9442 -2.9276 1.5151
C 3.5898 -1.5048 1.3381
C 4.5280 -0.6610 0.6159
S 4.0696 1.1068 0.4447
C 2.2486 0.9859 0.3594
C 1.4946 1.9452 -0.4678
Br 2.4564 3.3560 -1.4245
C 0.0321 1.7947 -0.5456
C -0.7844 2.7651 -1.4453
C -1.3608 4.0613 -0.7156
C -1.0272 5.2965 -1.6632
I -0.6025 4.3521 1.2921
C -0.6143 0.7158 0.1978
B -2.2091 0.4434 0.1441
O -3.1497 1.2036 0.8945
O -2.6096 -0.6324 -0.6709
C 0.1597 -0.2417 1.0358
B -0.6144 -1.4165 1.8401
N -1.3253 -1.2214 3.1286
O -0.6317 -2.6992 1.2801
C 1.6281 -0.0975 1.1116
N 2.3218 -1.0902 1.9122
N 2.4218 -0.7144 3.2820
H 7.8258 0.1596 1.9356
H 9.5755 0.1894 1.5264
H 8.6826 -1.3401 1.2215
H 8.1701 1.4253 -0.1867
H 9.0018 0.0463 -0.9981
H 6.7155 1.0693 -2.2215
H 8.1509 -2.5658 -0.6195
H 7.7728 -4.0736 0.2783
H 7.3974 -4.9491 -1.9982
H 5.7653 -4.3140 -1.5351
H 6.3612 -3.5771 -3.8599
H 5.9875 -2.1763 -2.7714
H 7.9706 -1.4109 -3.4515
H 8.7630 -2.6597 -2.6293
H 5.0765 -5.2762 2.2869
H 6.4810 -5.3182 1.1813
H 4.0435 -5.1652 -0.5528
H 5.2039 -6.5233 -0.4244
H 2.5652 -6.8266 0.1009
H 2.9166 -6.0749 1.7205
H 3.2331 -3.5877 2.0634
H -1.6404 2.2254 -1.9271
H -0.0942 3.0798 -2.2789
H -2.4799 3.9735 -0.7387
H -1.5205 6.2231 -1.2755
H 0.0820 5.4910 -1.6530
H -1.3977 5.1060 -2.7062
H -2.9291 1.0342 1.8294
H -1.7954 -1.1390 -0.8699
H -0.7001 -1.2714 3.9342
H -1.8685 -0.3585 3.1270
H -1.4137 -3.1690 1.6231
H 3.4194 -0.6397 3.5219
H 2.1065 -1.5444 3.8037
C -10.8699 1.6419 -0.6888
C -9.6623 0.7061 -0.5841
C -8.6070 1.1364 0.4340
N -7.5156 2.0837 -0.0751
C -6.7039 2.4813 1.1594
C -5.6987 3.5817 0.8807
C -6.3656 4.8027 0.2727
C -7.1132 4.4131 -0.9902
C -8.1267 3.3091 -0.7286
C -6.6297 1.3410 -1.0438
H -10.6581 2.5284 -1.2858
H -11.6986 1.1234 -1.1721
H -11.2080 1.9647 0.2984
H -9.2409 0.5257 -1.5749
H -10.0471 -0.2585 -0.2415
H -8.0761 0.2565 0.8047
H -9.0810 1.6237 1.2880
H -7.4184 2.8214 1.9128
H -6.2098 1.5802 1.5268
H -5.2135 3.8646 1.8178
H -4.9033 3.2201 0.2233
H -5.6189 5.5662 0.0470
H -7.0624 5.2429 0.9951
H -6.4027 4.1039 -1.7626
H -7.6359 5.2858 -1.3882
H -8.5680 2.9901 -1.6723
H -8.9094 3.6694 -0.0574
H -7.2148 1.0657 -1.9182
H -6.2433 0.4525 -0.5462
H -5.8068 1.9825 -1.3468

Its charge is +1. The total energy is -153228.0774 eV. The HOMO energy is -9.49 eV. For the lowest unoccupied orbital energy, the calculation gives -2.25 eV. The HOMO-LUMO gap is 7.24 eV.

=====

Entry 2:
# C32H54MgO15

C32H54MgO15 as an isolated structure (the ωB97M-V functional and the def2-TZVPD basis, OMol25).

CARTESIAN COORDINATES (ANGSTROEM)
Mg -15.6819 0.6460 18.1189
C -17.2291 3.2584 16.7757
C -17.0245 3.3207 18.2890
O -16.0213 2.4831 18.7190
H -16.2818 3.3453 16.2335
H -17.8804 4.0463 16.3905
H -17.6171 2.2511 16.5819
H -17.9966 3.0942 18.7720
H -16.7381 4.3452 18.5867
C -17.8416 -0.4027 15.1417
C -16.4516 -0.9078 15.4970
O -16.0595 -0.7763 16.7955
H -18.6433 -0.8517 15.7336
H -18.0623 -0.7008 14.1076
H -17.9193 0.6848 15.1814
H -15.7554 -0.4560 14.7570
H -16.4415 -1.9832 15.2196
C -19.0300 4.5252 11.5994
C -18.3177 4.6485 12.9446
C -17.7051 3.2364 13.1530
O -17.7756 2.5792 11.8906
C -18.0858 3.5376 10.9124
H -19.0309 5.4673 11.0380
H -20.0779 4.2224 11.6023
H -18.8541 4.9938 13.8262
H -17.5258 5.3683 12.7165
H -18.3125 2.6533 13.8418
H -16.7011 3.4429 13.5399
H -18.5450 3.1412 10.0029
H -17.1794 4.0467 10.5482
O -14.1992 1.3048 16.8749
C -13.5059 1.4367 15.9190
O -12.9998 2.6018 15.5786
C -12.1544 2.4480 14.4158
C -12.4215 1.0394 13.8794
C -12.9581 0.2884 15.0950
H -11.1224 2.6052 14.7241
H -12.3883 3.2294 13.6964
H -11.4461 0.6301 13.6132
H -13.0629 1.0256 13.0099
H -12.1564 -0.2013 15.6412
H -13.8159 -0.3697 14.9717
O -17.4524 -0.0018 19.1686
C -18.5694 -0.4080 19.2763
O -19.1320 -1.1644 18.3346
C -20.5297 -1.4093 18.5653
C -20.8751 -0.6229 19.8609
C -19.5549 -0.1221 20.4079
H -20.6612 -2.4821 18.7094
H -21.1287 -1.0652 17.7295
H -21.4300 -1.2203 20.5849
H -21.5523 0.1720 19.5432
H -19.1902 -0.6409 21.2915
H -19.5442 0.9542 20.5619
O -17.7655 -5.9324 12.2869
C -18.4788 -5.1373 12.7815
O -18.0155 -3.9874 13.2963
C -19.0108 -3.3638 14.1226
C -20.1005 -4.4410 14.3327
C -19.9442 -5.2784 13.0825
H -19.4403 -2.4831 13.6650
H -18.5921 -3.1565 15.1017
H -21.0714 -3.9361 14.3451
H -20.0701 -5.0730 15.2179
H -20.4532 -4.9099 12.1815
H -20.2144 -6.3273 13.1718
O -15.0796 -6.2555 18.9402
C -15.8019 -5.7214 18.1649
O -16.4348 -6.3904 17.1739
C -17.2158 -5.5010 16.3754
C -17.4086 -4.2456 17.2237
C -16.1600 -4.2361 18.1005
H -18.1724 -5.8774 16.0178
H -16.6025 -5.2856 15.4936
H -18.2617 -4.2853 17.9179
H -17.6124 -3.3503 16.6360
H -16.2984 -3.9531 19.1372
H -15.3937 -3.6967 17.5363
O -17.2058 -1.1776 11.6059
C -16.6799 -0.1073 11.3558
O -17.0680 0.6630 10.3104
C -16.2078 1.7983 10.1122
C -15.0575 1.6442 11.1112
C -15.5264 0.5635 12.1067
H -16.8128 2.6802 10.3027
H -15.8328 1.7037 9.0978
H -14.8013 2.5217 11.7078
H -14.1193 1.3184 10.6635
H -15.9520 0.8715 13.0619
H -14.8225 -0.2511 12.2571
O -12.8407 -2.0063 12.8846
C -13.4947 -3.0051 12.7327
O -13.2518 -3.9146 11.7917
C -14.0724 -5.0826 11.9653
C -14.6479 -4.9574 13.3752
C -14.6598 -3.4680 13.6428
H -13.4829 -5.9802 11.8217
H -14.9090 -5.0320 11.2620
H -14.0605 -5.5204 14.1119
H -15.6169 -5.4620 13.4460
H -14.4218 -3.1754 14.6596
H -15.5418 -2.9342 13.2817

The total energy is -70217.9714 eV. The HOMO energy is -7.70 eV. For the lowest unoccupied orbital energy, the calculation gives 0.21 eV. The HOMO-LUMO gap is 7.90 eV.